Entry 1:
{
  "formula": "C4H8N2OS",
  "method": "wB97M-V/def2-TZVPD",
  "smiles": "C=N/N=C(/CO)SC",
  "orbital_gap_ev": 9.780,
  "charge": 0,
  "spin_multiplicity": 1,
  "symbols": ["C", "N", "N", "C", "C", "O", "S", "C", "H", "H", "H", "H", "H", "H", "H", "H"],
  "positions_angstrom": [[1.1077, 0.5612, 2.4714], [1.3746, 0.4901, 1.2173], [0.4624, 1.1281, 0.4033], [-0.4946, 0.4874, -0.1822], [-1.5201, 1.2223, -1.0490], [-1.4039, 0.7795, -2.3800], [-0.7833, -1.2790, -0.1237], [0.8945, -1.8530, -0.5166], [0.2675, 1.1049, 2.9039], [1.8014, 0.0645, 3.1786], [-2.5347, 0.9504, -0.6468], [-1.3682, 2.3314, -1.0411], [-1.4995, -0.1717, -2.3947], [1.5728, -1.5627, 0.2913], [0.8660, -2.9294, -0.6728], [1.2574, -1.3239, -1.4587]],
  "atomic_forces_ev_per_a": [[0.9640, -0.3944, -0.3443], [-1.0079, -0.0428, 0.9453], [-1.1401, -0.3337, -0.6206], [1.0393, 0.8235, 0.7823], [-0.0922, -0.1025, 0.5592], [0.0282, 0.6964, -0.4066], [0.2261, 0.0956, -0.0656], [0.6292, 1.0605, -0.9719], [-0.1058, -0.0775, -0.3015], [-0.3674, 0.3957, -0.6286], [0.6815, 0.4804, -0.1859], [-0.0708, -1.0714, 0.1338], [-0.0731, -0.4540, 0.0870], [-0.1260, -0.3273, -0.1824], [-0.0510, 0.0766, 0.0537], [-0.5341, -0.8251, 1.1461]]
}

Entry 2:
{
  "formula": "C4H11NO2",
  "method": "wB97M-V/def2-TZVPD",
  "smiles": "C[C@H](N)CC=O.O",
  "orbital_gap_ev": 10.306,
  "charge": 0,
  "spin_multiplicity": 1,
  "symbols": ["C", "C", "N", "C", "C", "O", "H", "H", "H", "H", "H", "H", "H", "H", "H", "O", "H", "H"],
  "positions_angstrom": [[0.4933, -0.3039, 2.0678], [0.0227, -0.5305, 0.6568], [0.1854, 0.6226, -0.2319], [-1.4871, -0.8494, 0.6855], [-2.0253, -1.0501, -0.7295], [-3.0810, -0.6219, -1.1244], [0.0610, 0.5664, 2.5780], [0.2588, -1.1766, 2.6878], [1.5513, -0.0605, 2.1905], [0.5446, -1.3912, 0.2462], [1.1300, 0.9754, -0.1234], [-0.4720, 1.3699, -0.0446], [-1.7505, -1.8222, 1.1077], [-1.9680, 0.0779, 1.0014], [-1.3349, -1.4022, -1.5405], [2.7919, 2.1763, -3.0847], [3.1791, 1.4545, -3.5691], [1.9007, 1.9654, -2.7736]],
  "atomic_forces_ev_per_a": [[0.3844, 0.2937, 1.2984], [-1.1165, 0.1723, 0.1221], [0.6048, -0.4375, -0.2280], [0.2820, -0.1208, -2.0089], [0.6788, 1.4995, -1.4153], [-0.2964, -0.3399, 0.5956], [-0.6153, -0.1316, -0.3997], [0.1881, 0.0824, -0.0290], [0.2398, -0.4859, -0.4705], [0.2334, -0.0191, -0.2585], [-0.1256, 0.2298, -0.1237], [0.0362, -0.0409, 0.2361], [0.0679, 0.4842, 1.0914], [-0.5610, -0.5999, 0.8065], [0.0457, -0.5497, 0.7577], [-0.1641, 0.9096, 0.5227], [-0.2841, -0.5501, -0.1202], [0.4019, -0.3960, -0.3767]]
}

Entry 3:
{
  "formula": "C8H20N5",
  "method": "wB97M-V/def2-TZVPD",
  "orbital_gap_ev": [5.207, 7.134],
  "charge": 1,
  "spin_multiplicity": 1,
  "symbols": ["C", "C", "C", "C", "C", "C", "C", "C", "N", "N", "N", "N", "N", "H", "H", "H", "H", "H", "H", "H", "H", "H", "H", "H", "H", "H", "H", "H", "H", "H", "H", "H", "H"],
  "positions_angstrom": [[1.5954, -2.0035, 0.0635], [-2.1158, 1.2266, -0.7966], [1.8969, -2.7038, -1.1781], [-2.9529, 0.0749, -1.1641], [-3.8016, 3.9670, -0.8057], [-1.8816, 2.4185, -1.7125], [-3.1792, 3.0720, -2.0981], [3.7892, -1.2771, 2.9470], [0.4235, -1.5511, 0.0309], [2.5383, -2.2031, 1.1211], [-0.4563, -0.8642, -0.3741], [4.7774, -2.2673, 3.4212], [2.5430, -1.9681, 2.5222], [1.4540, -2.4763, -2.0620], [1.7631, -3.8447, -1.0152], [2.9757, -2.6046, -1.4985], [-2.9857, 0.0826, -2.2629], [-3.9862, -0.0455, -0.8509], [-2.2501, -0.6222, -0.6890], [-3.0931, 4.5558, -0.3237], [-4.2386, 3.3479, -0.0383], [-4.6390, 4.5610, -1.2629], [-1.2793, 3.2567, -1.1691], [-1.4419, 2.2054, -2.6307], [-2.9999, 3.6883, -3.0200], [-4.0072, 2.3465, -2.3729], [4.1062, -0.8185, 2.0785], [3.4173, -0.6357, 3.7374], [3.1088, -3.0265, 0.8688], [-2.1492, 1.6867, 0.3165], [4.8201, -2.3166, 4.3892], [5.6556, -2.3930, 2.7926], [2.5930, -2.8678, 3.0363]],
  "atomic_forces_ev_per_a": [[2.7646, -1.2590, 2.3464], [-2.7145, 3.5849, 2.0313], [4.1359, -3.8238, 0.7101], [1.4197, 1.7429, -1.1097], [-1.4058, -1.5917, -3.8012], [1.4763, 0.6390, 2.3998], [-3.1068, 1.2569, 1.6154], [-0.4474, -2.5393, 1.4546], [-3.1472, 3.4205, -0.2603], [-0.1557, -1.3559, -1.4810], [1.0231, -1.3095, 1.3222], [0.5042, 0.7692, -4.1176], [-1.1474, -0.0818, -0.3590], [-2.2576, 1.1547, -2.0360], [0.1024, 1.7181, -0.2410], [-0.7421, -0.0169, 0.8892], [0.2720, -0.7133, 0.2320], [0.1888, 0.2530, 0.9370], [-0.4842, -1.5255, -0.2690], [1.4084, 1.3049, 0.3912], [-0.1810, -0.6050, 0.0210], [0.9062, -0.2692, 0.7244], [-0.6578, -1.7858, -0.9870], [1.3016, -0.8637, -1.4540], [-0.1804, -0.2622, 1.1400], [1.0952, 0.6511, 0.2312], [0.9428, 1.6107, -1.3786], [0.6444, 0.4321, 0.1160], [-0.2956, 0.7503, -0.0181], [0.4767, -2.0044, -2.2054], [0.9310, -0.1818, 1.6777], [-2.1653, 0.4407, 2.2945], [-0.5045, 0.4595, -0.8162]]
}

Entry 4:
{
  "formula": "C3H6IN",
  "method": "wB97M-V/def2-TZVPD",
  "smiles": "C#CC.NI",
  "orbital_gap_ev": 8.960,
  "charge": 0,
  "spin_multiplicity": 1,
  "symbols": ["C", "C", "C", "H", "H", "H", "H", "N", "I", "H", "H"],
  "positions_angstrom": [[0.6320, 1.3791, -1.5118], [0.9586, 0.9601, -0.4517], [1.3896, 0.4525, 0.8376], [0.2861, 1.7436, -2.5086], [2.4911, -0.0617, 0.7957], [1.3728, 1.3423, 1.5447], [0.7924, -0.3692, 1.1571], [-1.9693, 0.6930, -0.0650], [-3.8304, -0.1974, 0.0905], [-2.1345, 1.2317, -0.9372], [-1.8314, 1.3976, 0.7001]],
  "atomic_forces_ev_per_a": [[-0.9438, 1.1565, -2.9531], [0.7304, -0.6987, 0.8421], [2.9181, 0.3203, 0.3261], [0.6295, -0.5732, 1.6523], [-2.4270, 1.6886, -0.0111], [0.2011, -1.4706, -0.4457], [-0.8737, -0.3060, 0.4536], [-0.3801, 0.8603, -0.1780], [0.0321, 0.0555, 0.3618], [0.6456, -0.2312, 0.8548], [-0.5323, -0.8017, -0.9029]]
}

What did we get for E_tot? Answer: -740.076095, -364.211066, -590.061856, -470.240495 hartree, in the order shown.
What did we get for energy relative to the best compared isomer or geometry (same formula, charge and spin)? Answer: 53.92, 35.83, 182.38, 51.65 kcal per mole, in the order shown.